Entry 1:
# C7H15NOSi

C7H15NOSi in the gas phase at a distorted geometry (ωB97M-V/def2-TZVPD, the OMol25 dataset).

Computed properties:
maximum force = 5.46 eV/A
total energy = -18915.916 eV
2S+1 = 1
energy above the lowest of the compared OMol25 structures with the same formula, charge and spin = 117.0 kJ/mol
HOMO = -0.31132 hartree

Last column: natural (NBO) charge in e.
Positions of all 25 atoms, in Å:
1 Si 0.170 0.303 -0.379  1.557
2 O -2.429 1.559 0.134  -0.538
3 N -0.212 -0.533 1.135  -1.086
4 C 0.377 -1.721 1.685  -0.186
5 C -0.785 3.006 -0.931  -0.754
6 C 1.994 0.801 -0.322  -1.109
7 C 0.002 -0.990 -1.698  -0.658
8 C -1.344 1.768 -0.348  0.354
9 C 0.943 -1.467 3.049  -0.609
10 C 0.781 -1.000 -2.782  -0.354
11 H -1.393 3.842 -0.404  0.224
12 H -1.127 2.982 -1.910  0.254
13 H 2.253 1.474 -1.094  0.234
14 H -1.013 -0.159 1.680  0.399
15 H -0.250 -2.643 1.562  0.177
16 H 2.576 -0.079 -0.598  0.248
17 H 2.251 1.065 0.632  0.238
18 H 0.205 3.192 -0.609  0.238
19 H 1.597 -0.703 3.038  0.204
20 H -0.620 -1.826 -1.437  0.223
21 H 0.725 -1.722 -3.607  0.193
22 H 1.271 -0.103 -3.120  0.178
23 H 1.482 -2.330 3.189  0.202
24 H 0.211 -1.414 3.781  0.201
25 H 1.229 -2.057 0.959  0.171

---

Entry 2:
# C3H12N2O3

3 unconnected molecules or ions with the total composition C3H12N2O3 at a distorted geometry (ωB97M-V/def2-TZVPD, the OMol25 dataset).

Computed properties:
maximum force = 2.19 eV/A
total energy = -12428.696 eV
2S+1 = 1
energy above the lowest of the compared OMol25 structures with the same formula, charge and spin = 63.0 kJ/mol
HOMO = -0.35017 hartree

Last column: natural (NBO) charge in e.
Positions of all 20 atoms, in Å:
1 O -2.181 1.796 -0.273  -1.000
2 O 0.923 -1.955 0.062  -0.674
3 O 3.104 0.270 0.019  -0.973
4 N -0.628 -0.298 0.093  -0.660
5 N 0.428 1.905 0.460  -0.876
6 C -1.153 -2.471 -0.954  -0.704
7 C 0.136 0.608 1.070  -0.057
8 C -0.197 -1.566 -0.210  0.694
9 H -1.234 1.945 -0.503  0.500
10 H -1.830 -2.904 -0.226  0.235
11 H 2.593 -0.545 -0.052  0.498
12 H -2.538 2.686 -0.022  0.481
13 H 1.361 1.750 0.033  0.395
14 H -1.729 -1.822 -1.625  0.220
15 H -0.516 -3.240 -1.350  0.242
16 H -1.382 0.114 -0.494  0.429
17 H 1.048 0.109 1.469  0.218
18 H -0.592 0.875 1.860  0.188
19 H 3.875 0.104 -0.512  0.473
20 H 0.512 2.639 1.156  0.371

---

Entry 3:
# C14H25Cl10FO9

8 unconnected molecules or ions with the total composition C14H25Cl10FO9 at a distorted geometry (ωB97M-V/def2-TZVPD, the OMol25 dataset).

Computed properties:
maximum force = 1.64 eV/A
total energy = -161292.570 eV
2S+1 = 1
energy above the lowest of the compared OMol25 structures with the same formula, charge and spin = 85.0 kJ/mol
HOMO = -0.38563 hartree

Last column: natural (NBO) charge in e.
Positions of all 59 atoms, in Å:
1 Cl -10.086 -18.354 2.618  -0.040
2 Cl -10.458 -15.075 10.061  -0.010
3 Cl -8.164 -20.780 4.481  -0.024
4 Cl -8.413 -16.217 5.587  -0.007
5 Cl -7.879 -14.226 8.934  -0.043
6 Cl -9.014 -18.484 -0.055  -0.034
7 Cl -9.784 -22.520 2.813  -0.018
8 Cl -7.812 -20.750 8.686  -0.036
9 Cl -8.848 -19.960 11.300  -0.017
10 Cl -10.150 -17.550 7.501  -0.077
11 F -11.600 -10.392 5.445  -0.340
12 O -8.173 -14.767 0.510  -0.541
13 O -11.296 -12.541 4.878  -0.491
14 O -12.854 -18.842 12.933  -0.639
15 O -8.425 -13.202 2.029  -0.507
16 O -13.276 -13.088 5.720  -0.474
17 O -12.159 -17.762 11.075  -0.501
18 O -8.155 -12.592 -0.097  -0.605
19 O -11.583 -14.549 5.858  -0.573
20 O -12.153 -16.701 12.924  -0.493
21 C -10.224 -17.678 0.976  -0.379
22 C -12.188 -18.984 10.348  -0.268
23 C -9.621 -17.472 5.767  -0.379
24 C -12.097 -11.401 4.654  0.435
25 C -9.647 -14.280 8.721  -0.402
26 C -8.323 -21.527 2.900  -0.405
27 C -7.939 -15.197 -0.821  -0.263
28 C -12.449 -17.863 12.376  0.984
29 C -8.870 -14.186 2.961  -0.271
30 C -12.005 -13.481 5.570  0.978
31 C -7.957 -19.428 9.872  -0.399
32 C -12.300 -16.565 14.322  -0.259
33 C -13.504 -11.814 5.139  -0.131
34 C -8.253 -13.441 0.734  0.991
35 H -11.465 -17.032 14.852  0.184
36 H -9.947 -14.065 3.084  0.187
37 H -12.263 -15.511 14.577  0.197
38 H -7.442 -22.118 2.664  0.223
39 H -13.162 -19.441 10.512  0.196
40 H -8.492 -18.608 9.399  0.232
41 H -10.022 -16.614 1.024  0.233
42 H -10.554 -17.254 5.265  0.236
43 H -11.314 -19.593 10.584  0.197
44 H -8.502 -13.803 3.915  0.206
45 H -6.952 -14.879 -1.154  0.194
46 H -8.704 -14.880 -1.528  0.191
47 H -12.085 -18.818 9.274  0.196
48 H -8.523 -15.207 2.865  0.207
49 H -10.060 -13.282 8.629  0.214
50 H -9.222 -18.456 5.558  0.232
51 H -9.860 -14.849 7.823  0.236
52 H -7.936 -16.286 -0.801  0.201
53 H -13.945 -11.192 5.918  0.222
54 H -12.055 -11.065 3.619  0.175
55 H -14.225 -11.836 4.320  0.201
56 H -13.202 -17.049 14.693  0.199
57 H -6.982 -19.014 10.110  0.224
58 H -8.341 -20.719 2.172  0.226
59 H -11.217 -17.903 0.608  0.228

---

Entry 4:
# C5H5F6NaO7PS

A molecular structure, C5H5F6NaO7PS at a distorted geometry (ωB97M-V/def2-TZVPD, the OMol25 dataset).

Computed properties:
maximum force = 5.48 eV/A
total energy = -60436.404 eV
2S+1 = 1
total charge = +1
HOMO = -0.45572 hartree

Last column: natural (NBO) charge in e.
Positions of all 26 atoms, in Å:
1 S 0.875 0.763 2.465  2.236
2 P 0.408 0.819 -0.276  2.501
3 Na 2.369 -2.515 5.508  0.996
4 F 2.033 -1.300 3.617  -0.387
5 F 0.614 -1.809 2.072  -0.280
6 F 3.024 2.466 -2.239  -0.288
7 F 1.643 0.931 -2.763  -0.286
8 F 3.290 0.493 -1.395  -0.300
9 F 2.590 -1.068 1.542  -0.254
10 O 0.116 0.766 3.675  -0.887
11 O 1.661 1.803 -0.647  -0.766
12 O 0.686 -0.589 -0.526  -1.074
13 O -3.145 -0.493 -3.015  -0.463
14 O 1.962 1.672 2.598  -0.844
15 O -0.784 1.266 -1.272  -0.762
16 O -0.167 1.115 1.264  -0.888
17 C -3.602 -1.401 -1.902  -0.183
18 C -2.178 -0.650 -1.987  0.059
19 C 2.384 1.398 -1.769  1.174
20 C 1.582 -0.953 2.361  0.774
21 C -2.026 0.596 -0.976  -0.139
22 H -2.051 0.062 -0.010  0.194
23 H -2.924 1.192 -1.200  0.239
24 H -3.158 -2.401 -1.966  0.222
25 H -1.271 -1.274 -2.170  0.207
26 H -3.932 -0.887 -0.991  0.198